(1)
118
Properties=species:S:1:pos:R:3 method="wB97M-V/def2-TZVPD" total_charge=-1 homo_lumo_gap_ev=5.9301
C -3.55072 0.07232 -3.02374
C -2.13371 0.54214 -3.19820
C -1.76173 1.12828 -4.54862
C -1.24641 0.53327 -2.20938
C -1.19526 -0.37686 -1.00157
C -1.50284 -1.83558 -1.34344
C -1.65475 -2.86653 -0.17446
C -2.72619 -3.86662 -0.64307
C -2.06686 -2.33037 1.22021
C -0.96092 -2.20138 2.31019
B -0.27564 -0.75189 2.51604
O -1.23743 0.38367 2.77122
C -1.09559 0.70618 4.09905
O -1.44641 2.05283 4.36878
C 0.37833 0.44930 4.39382
F 1.13770 1.48935 3.80557
O 0.64074 -0.70727 3.75153
H -3.69521 -0.41338 -2.05905
H -4.19514 0.95620 -3.06650
H -3.88953 -0.61534 -3.80532
H -0.84555 0.68484 -4.92945
H -1.57912 2.19812 -4.43604
H -2.57162 1.01316 -5.27106
H -0.47044 1.29789 -2.25124
H -1.87186 -0.00407 -0.23121
H -0.18212 -0.31293 -0.62739
H -2.38763 -1.90016 -1.98284
H -0.67133 -2.17891 -1.97153
H -0.73484 -3.45107 -0.06070
H -2.77853 -4.73366 0.01561
H -3.70674 -3.37583 -0.61881
H -2.55104 -4.17936 -1.67817
H -2.62026 -1.39433 1.11746
H -2.78201 -3.06196 1.61574
H -0.17597 -2.95406 2.15698
H -1.45757 -2.47761 3.25526
H 0.42408 -0.48645 1.53239
H -1.69709 0.04223 4.74985
H -2.37239 2.15316 4.10836
H 0.65569 0.36601 5.44967
C 3.20608 4.31587 4.51779
C 3.24316 5.24048 3.33686
C 3.18180 4.56764 1.98673
O 3.83241 5.54911 1.14929
C 4.69953 6.23569 1.92454
O 5.51383 7.00298 1.50709
O 4.51026 5.94642 3.22601
H 3.44630 4.84243 5.44137
H 2.20951 3.88123 4.60331
H 3.92639 3.50568 4.39853
H 2.46691 6.00127 3.40428
H 2.17313 4.37644 1.63321
H 3.76993 3.64839 1.96084
C 0.60854 -8.55470 2.67116
C -0.75815 -8.15514 2.18736
C -0.82369 -7.48262 0.83623
O -2.02967 -6.71914 0.95019
C -2.20779 -6.42034 2.26144
O -3.01416 -5.65881 2.68239
O -1.33878 -7.13421 3.02334
H 0.56977 -8.85032 3.71945
H 0.97219 -9.39626 2.08127
H 1.30861 -7.72291 2.58423
H -1.43761 -9.00829 2.20729
H -0.88759 -8.17625 0.00258
H 0.00535 -6.78594 0.68616
C -1.97813 -13.55502 4.54638
C -2.30080 -12.34850 3.70905
C -3.55721 -12.42434 2.86703
O -3.25326 -11.50979 1.80773
C -1.90899 -11.49388 1.65375
O -1.33745 -10.96688 0.75478
O -1.31038 -12.14436 2.67882
H -0.97148 -13.47494 4.95384
H -2.68310 -13.63027 5.37432
H -2.02998 -14.46754 3.95117
H -2.31715 -11.44346 4.32377
H -4.46360 -12.11487 3.37912
H -3.69208 -13.41914 2.43421
C -0.84222 7.37333 -2.50604
C -0.58252 5.90520 -2.69220
C 0.81352 5.42174 -2.36653
O 0.91341 4.25451 -3.19563
C 0.10873 4.43718 -4.26411
O 0.08802 3.72099 -5.21636
O -0.67272 5.52504 -4.08743
H -1.80102 7.64758 -2.94505
H -0.86479 7.60841 -1.44293
H -0.06569 7.97040 -2.98717
H -1.32070 5.30897 -2.14883
H 0.96929 5.15953 -1.32643
H 1.57366 6.13845 -2.68747
C 1.94888 2.42921 -7.31434
C 3.37614 2.01799 -7.53876
C 3.95641 2.32995 -8.90130
O 4.98567 1.34161 -9.02338
C 4.60379 0.26694 -8.28186
O 5.13994 -0.79328 -8.31619
O 3.53699 0.58104 -7.51851
H 1.55910 2.00421 -6.39293
H 1.87138 3.51259 -7.23997
H 1.31581 2.08491 -8.13452
H 4.02322 2.42388 -6.75513
H 4.38238 3.32550 -8.99145
H 3.22292 2.16334 -9.69484
C 1.12122 11.42071 1.66473
C 0.76144 10.15293 2.38988
C 1.83294 9.55690 3.27746
O 1.46138 8.17322 3.28979
C 0.83216 7.90946 2.11622
O 0.57591 6.82088 1.71576
O 0.55239 9.06454 1.46783
H 0.36676 11.65567 0.91522
H 1.17942 12.24867 2.37134
H 2.08124 11.31844 1.15760
H -0.16611 10.27978 2.95650
H 1.84477 9.94854 4.29072
H 2.82813 9.64198 2.83354

(2)
19
Properties=species:S:1:pos:R:3 method="wB97M-V/def2-TZVPD" smiles=CCNCC.O total_charge=0 homo_lumo_gap_ev=9.9461
C 1.73217 -2.61514 0.48595
C 0.46931 -1.81082 0.03200
N 0.75742 -0.30157 0.01692
C -0.22684 0.37200 -0.76859
C -1.52274 0.87721 0.00112
H 2.11615 -2.11810 1.37510
H 1.27962 -3.58403 0.96160
H 2.44039 -2.84513 -0.31758
H -0.47007 -1.81759 0.77793
H 0.17831 -2.31625 -0.92867
H 1.71082 -0.19858 -0.45156
H -0.73077 -0.35191 -1.52765
H 0.23427 1.20535 -1.37985
H -1.27645 1.75624 0.74498
H -1.94518 -0.10204 0.42684
H -2.17168 0.98652 -0.83575
O -0.68851 4.24538 0.08160
H -0.77320 3.63817 0.73281
H -1.11302 4.98029 0.57282

(3)
102
Properties=species:S:1:pos:R:3 method="wB97M-V/def2-TZVPD" total_charge=+2 homo_lumo_gap_ev=7.1812
Bi -1.24253 0.36670 0.00163
N -3.37513 1.92753 1.31464
N -4.41510 1.15820 1.83837
C -4.63646 -0.11463 1.48340
N -5.66659 -0.71589 2.08117
S -3.72361 -0.99328 0.35084
H -2.71619 2.13130 2.06104
H -3.75781 2.78451 0.93160
H -4.96859 1.55949 2.58247
H -6.31024 -0.22767 2.68333
H -5.88603 -1.66335 1.82445
N 1.97536 1.71552 0.18557
P 0.71737 2.69167 0.78878
C 1.34165 3.29927 2.36911
C 2.30604 4.30603 2.43344
C 2.80932 4.70216 3.66174
C 2.34615 4.10492 4.82785
C 1.37812 3.11239 4.77043
C 0.87443 2.70751 3.54256
C 0.67401 4.16552 -0.26898
C -0.10544 5.24944 0.14280
C -0.26692 6.34787 -0.68547
C 0.34590 6.37478 -1.93389
C 1.11940 5.30130 -2.34833
C 1.27976 4.19565 -1.52107
P 1.59041 0.30009 -0.64133
C 2.16958 0.47995 -2.34647
C 3.27902 1.26552 -2.65550
C 3.71639 1.36926 -3.96619
C 3.05800 0.67946 -4.97676
C 1.96576 -0.12018 -4.67468
C 1.52211 -0.21714 -3.36344
C 2.65568 -0.96359 0.07964
C 3.16892 -1.99533 -0.70385
C 3.95110 -2.98111 -0.12076
C 4.22616 -2.93705 1.23849
C 3.71011 -1.91336 2.02348
C 2.91835 -0.93257 1.44989
H 2.94456 1.98362 0.32324
H 2.65402 4.78830 1.52710
H 3.55764 5.48162 3.71192
H 2.73677 4.42194 5.78562
H 1.01163 2.66047 5.68265
H 0.10963 1.94059 3.49266
H -0.56880 5.24574 1.12415
H -0.85976 7.19022 -0.35448
H 0.22758 7.23834 -2.57471
H 1.60841 5.32429 -3.31366
H 1.87808 3.35897 -1.85861
H 3.81355 1.79815 -1.87734
H 4.57812 1.98053 -4.19885
H 3.40520 0.75828 -5.99826
H 1.46256 -0.67244 -5.45767
H 0.68380 -0.85783 -3.12523
H 2.97908 -2.02244 -1.76981
H 4.35898 -3.77448 -0.73255
H 4.84892 -3.69938 1.68791
H 3.92776 -1.87959 3.08282
H 2.51847 -0.13469 2.06476
N -0.46999 -3.18744 -0.31755
C -1.15860 -2.80510 -1.38273
N -1.61471 -3.75935 -2.18761
C -2.22369 -3.35690 -3.29309
N -2.75156 -4.27006 -4.09959
N -2.33360 -2.05573 -3.68481
C -1.89761 -1.18308 -2.82366
N -1.34026 -1.46245 -1.62193
C -1.97093 0.24824 -3.24857
C -2.37110 0.58938 -4.52941
C -2.36273 1.92798 -4.89112
C -1.96590 2.87984 -3.96540
C -1.59746 2.45716 -2.70065
N -1.59410 1.16829 -2.35701
H -0.46631 -4.17629 -0.11146
H -0.21616 -2.54652 0.42357
H -2.69563 -5.24292 -3.85069
H -3.21522 -3.98577 -4.94420
H -2.67184 -0.18899 -5.21387
H -2.66442 2.22319 -5.88706
H -1.94207 3.93246 -4.20916
H -1.28358 3.16849 -1.94412
C 1.42664 -5.08419 2.94034
C -0.01207 -4.90453 2.55466
C -0.70344 -5.87143 1.84095
C -2.03658 -5.68237 1.49014
Cl -2.86143 -6.90046 0.57315
C -2.70285 -4.53458 1.86499
C -2.02656 -3.55501 2.58440
C -0.69261 -3.73384 2.91231
O 0.06500 -2.80201 3.57712
C -0.52667 -1.56765 3.86330
C -0.82793 -0.72076 2.63834
O -0.31052 -1.07889 1.51499
O -1.52200 0.29824 2.74017
H 1.80427 -6.04110 2.58543
H 1.54448 -5.04473 4.02404
H 2.04187 -4.28448 2.52475
H -0.20287 -6.78817 1.55628
H -3.74022 -4.39795 1.59319
H -2.56206 -2.65661 2.86044
H 0.19270 -1.01363 4.46919
H -1.44428 -1.66134 4.45026